(1)
{
  "formula": "C21H39Cl3F4N6O7",
  "method": "wB97M-V/def2-TZVPD",
  "symbols": ["C", "C", "Cl", "C", "Cl", "O", "C", "O", "N", "Cl", "C", "F", "F", "C", "F", "F", "H", "H", "H", "H", "C", "N", "C", "C", "O", "H", "H", "H", "H", "H", "H", "H", "C", "N", "C", "C", "O", "H", "H", "H", "H", "H", "H", "H", "C", "N", "C", "C", "O", "H", "H", "H", "H", "H", "H", "H", "C", "N", "C", "C", "O", "H", "H", "H", "H", "H", "H", "H", "C", "N", "C", "C", "O", "H", "H", "H", "H", "H", "H", "H"],
  "coordinates": [[-0.76, 0.39, 2.22], [0.52, 0.01, 2.91], [0.53, 0.00, 4.63], [1.62, -0.31, 2.24], [3.12, -0.79, 2.88], [1.62, -0.26, 0.85], [1.10, -1.32, 0.22], [0.62, -2.30, 0.71], [1.15, -1.12, -1.18], [2.43, -0.15, -1.78], [0.81, -2.26, -2.02], [-0.48, -2.54, -1.81], [0.94, -1.84, -3.31], [1.68, -3.55, -1.87], [1.10, -4.43, -1.04], [2.88, -3.18, -1.34], [-0.61, 1.30, 1.65], [-1.08, -0.42, 1.56], [-1.56, 0.58, 2.93], [1.82, -4.00, -2.85], [-0.45, -3.22, -7.49], [-0.23, -3.42, -6.08], [-0.16, -4.58, -5.39], [-0.33, -5.87, -6.16], [0.03, -4.58, -4.18], [0.39, -2.70, -7.96], [-1.36, -2.64, -7.68], [-0.57, -4.18, -7.98], [-0.11, -2.60, -5.50], [-0.25, -6.69, -5.46], [-1.31, -5.91, -6.65], [0.44, -5.97, -6.93], [1.39, 4.26, -2.14], [1.40, 3.35, -1.02], [1.02, 3.58, 0.27], [0.50, 4.95, 0.62], [1.10, 2.69, 1.10], [0.74, 3.91, -2.94], [2.39, 4.39, -2.55], [1.03, 5.23, -1.81], [1.70, 2.39, -1.15], [0.24, 4.94, 1.67], [1.25, 5.72, 0.45], [-0.39, 5.20, 0.03], [-4.75, 2.42, -1.88], [-4.24, 2.37, -0.53], [-3.93, 1.27, 0.21], [-4.12, -0.09, -0.42], [-3.51, 1.39, 1.35], [-4.07, 2.95, -2.54], [-5.72, 2.90, -1.93], [-4.86, 1.41, -2.27], [-4.09, 3.24, -0.05], [-3.83, -0.84, 0.30], [-5.17, -0.25, -0.71], [-3.51, -0.19, -1.32], [5.35, -6.10, 4.81], [5.62, -4.70, 4.57], [5.06, -3.89, 3.62], [4.03, -4.50, 2.70], [5.39, -2.72, 3.54], [4.97, -6.26, 5.82], [6.25, -6.71, 4.69], [4.61, -6.46, 4.11], [6.30, -4.23, 5.15], [3.69, -3.71, 2.03], [4.45, -5.32, 2.12], [3.18, -4.88, 3.26], [-2.63, 4.37, 3.72], [-1.91, 5.58, 4.04], [-2.25, 6.87, 3.78], [-3.56, 7.10, 3.04], [-1.54, 7.80, 4.11], [-2.89, 3.82, 4.62], [-2.03, 3.71, 3.08], [-3.55, 4.61, 3.19], [-1.03, 5.49, 4.54], [-3.68, 8.17, 2.91], [-3.55, 6.61, 2.06], [-4.40, 6.70, 3.60]],
  "fmax_ev_per_a": 0.29,
  "spin_multiplicity": 1,
  "lumo_ev": 0.22,
  "gap_ev": 8.65,
  "smiles": "C/C(Cl)=C(/Cl)OC(=O)N(Cl)C(F)(F)C(F)F.CNC(C)=O.CNC(C)=O.CNC(C)=O.CNC(C)=O.CNC(C)=O",
  "e_homo_ev": -8.43
}



(2)
{
  "formula": "C21H39FNO8",
  "method": "wB97M-V/def2-TZVPD",
  "symbols": ["C", "C", "C", "F", "C", "C", "C", "C", "O", "O", "C", "C", "N", "H", "H", "H", "H", "H", "H", "H", "H", "H", "H", "H", "C", "O", "C", "C", "O", "C", "C", "O", "C", "H", "H", "H", "H", "H", "H", "H", "H", "H", "H", "H", "H", "H", "H", "C", "O", "C", "C", "O", "C", "C", "O", "C", "H", "H", "H", "H", "H", "H", "H", "H", "H", "H", "H", "H", "H", "H"],
  "coordinates": [[-0.79, -2.21, -0.66], [-1.76, -1.00, -1.21], [-0.96, 0.31, -1.79], [-0.96, 0.41, -3.28], [0.57, 0.26, -1.14], [1.74, -0.42, -2.06], [3.28, -0.54, -1.46], [4.39, -1.28, -2.41], [5.58, -0.81, -2.76], [4.01, -2.63, -2.94], [3.53, 0.08, 0.04], [2.24, 0.76, 0.83], [0.82, 0.82, 0.25], [-0.29, -1.95, 0.37], [0.03, -2.56, -1.45], [-1.49, -3.15, -0.45], [-2.46, -0.69, -0.31], [-2.39, -1.44, -2.11], [-1.46, 1.27, -1.35], [1.49, -0.84, -3.14], [3.02, -2.68, -3.09], [4.61, 0.03, 0.51], [2.38, 1.24, 1.91], [0.00, 1.22, 0.76], [6.60, -0.74, 5.92], [6.40, 0.64, 5.63], [6.06, 0.85, 4.26], [5.25, 2.15, 4.11], [3.87, 2.00, 4.49], [3.63, 1.90, 5.90], [3.84, 3.22, 6.65], [5.23, 3.44, 6.89], [5.53, 4.80, 7.11], [7.44, -1.13, 5.33], [6.84, -0.83, 6.98], [5.69, -1.31, 5.71], [5.47, 0.02, 3.86], [6.99, 0.94, 3.70], [5.22, 2.41, 3.05], [5.71, 2.99, 4.63], [4.19, 1.08, 6.34], [2.57, 1.63, 5.99], [3.33, 3.18, 7.62], [3.42, 4.04, 6.06], [5.26, 5.40, 6.23], [6.61, 4.89, 7.27], [5.01, 5.17, 8.00], [-4.45, 0.29, -6.41], [-5.10, -0.82, -5.81], [-4.28, -1.46, -4.83], [-5.15, -2.18, -3.80], [-5.72, -1.29, -2.83], [-6.80, -0.46, -3.29], [-8.09, -1.24, -3.54], [-8.03, -1.91, -4.81], [-8.93, -3.00, -4.89], [-3.54, -0.03, -6.93], [-5.13, 0.75, -7.13], [-4.19, 1.04, -5.65], [-3.64, -0.73, -4.32], [-3.66, -2.19, -5.36], [-4.51, -2.86, -3.23], [-5.92, -2.80, -4.26], [-6.49, 0.12, -4.16], [-6.99, 0.25, -2.48], [-8.94, -0.55, -3.57], [-8.24, -1.97, -2.74], [-8.69, -3.74, -4.12], [-8.82, -3.47, -5.86], [-9.96, -2.66, -4.77]],
  "fmax_ev_per_a": 9.41,
  "charge": 1,
  "spin_multiplicity": 1,
  "lumo_ev": -5.78,
  "gap_ev": 5.19,
  "e_homo_ev": -10.97
}



(3)
{
  "formula": "C21H40BF3NO4S",
  "method": "wB97M-V/def2-TZVPD",
  "symbols": ["C", "C", "C", "C", "C", "C", "C", "C", "C", "O", "O", "B", "C", "S", "C", "C", "O", "C", "C", "C", "C", "C", "N", "C", "C", "C", "O", "C", "F", "F", "F", "H", "H", "H", "H", "H", "H", "H", "H", "H", "H", "H", "H", "H", "H", "H", "H", "H", "H", "H", "H", "H", "H", "H", "H", "H", "H", "H", "H", "H", "H", "H", "H", "H", "H", "H", "H", "H", "H", "H", "H"],
  "coordinates": [[3.00, 4.27, -0.38], [3.38, 3.04, -1.20], [4.70, 2.42, -0.73], [4.52, 1.41, 0.41], [4.06, 0.04, -0.12], [3.88, -1.04, 0.95], [3.07, -0.64, 2.18], [1.61, -0.22, 1.98], [0.77, -1.18, 1.13], [1.02, -2.48, 1.69], [1.07, -1.15, -0.21], [0.30, 0.02, -0.76], [0.11, 0.01, -2.38], [1.28, -1.06, -3.28], [0.71, -2.69, -2.76], [1.90, -3.66, -2.70], [-0.98, -0.06, 0.02], [-0.78, -0.87, 1.17], [-1.25, -0.08, 2.40], [-2.76, 0.08, 2.61], [-3.37, 1.19, 1.73], [-4.79, 0.90, 1.21], [-4.77, 0.50, -0.20], [-4.43, 1.58, -1.12], [-5.97, -0.15, -0.60], [-5.73, -1.32, -1.51], [-7.08, 0.17, -0.20], [-1.63, -2.13, 0.94], [-1.06, -3.03, 0.12], [-1.90, -2.79, 2.09], [-2.82, -1.87, 0.40], [3.18, 4.07, 0.68], [1.94, 4.51, -0.47], [3.62, 5.14, -0.65], [3.42, 3.28, -2.26], [2.58, 2.30, -1.07], [5.20, 1.92, -1.57], [5.36, 3.23, -0.41], [3.78, 1.80, 1.11], [5.48, 1.29, 0.93], [3.14, 0.17, -0.69], [4.82, -0.31, -0.83], [4.87, -1.36, 1.28], [3.42, -1.91, 0.47], [3.08, -1.48, 2.89], [3.59, 0.19, 2.68], [1.17, -0.13, 2.98], [1.57, 0.78, 1.54], [1.09, -3.09, 0.94], [0.86, 1.10, -0.44], [-0.91, -0.24, -2.69], [0.33, 1.00, -2.78], [0.24, -2.61, -1.79], [-0.03, -3.06, -3.48], [2.46, -3.53, -1.77], [1.55, -4.69, -2.76], [2.57, -3.49, -3.55], [-0.82, 0.91, 2.28], [-0.81, -0.51, 3.31], [-2.91, 0.36, 3.66], [-3.30, -0.86, 2.49], [-2.69, 1.35, 0.89], [-3.39, 2.12, 2.31], [-5.21, 0.07, 1.78], [-5.45, 1.76, 1.38], [-4.38, 1.19, -2.14], [-3.44, 1.96, -0.89], [-5.17, 2.39, -1.10], [-6.64, -1.59, -2.05], [-5.38, -2.15, -0.89], [-4.91, -1.09, -2.19]],
  "fmax_ev_per_a": 1.65,
  "charge": -1,
  "spin_multiplicity": 1,
  "lumo_ev": 2.89,
  "gap_ev": 7.38,
  "e_homo_ev": -4.49
}



(4)
{
  "formula": "C21H40BFN5O10S",
  "method": "wB97M-V/def2-TZVPD",
  "symbols": ["C", "C", "B", "O", "C", "C", "O", "C", "C", "C", "N", "N", "N", "C", "S", "O", "O", "F", "N", "C", "C", "C", "C", "N", "C", "H", "H", "H", "H", "H", "H", "H", "H", "H", "H", "H", "H", "H", "H", "H", "H", "H", "H", "H", "H", "H", "H", "H", "H", "C", "C", "O", "C", "O", "O", "C", "H", "H", "H", "H", "H", "H", "H", "H", "C", "C", "O", "C", "O", "O", "C", "H", "H", "H", "H", "H", "H", "H", "H"],
  "coordinates": [[1.87, 3.97, -0.99], [1.31, 2.99, -2.11], [1.89, 1.48, -1.98], [3.15, 1.22, -2.56], [0.97, 0.37, -1.23], [-0.03, 1.03, -0.16], [-0.29, 0.18, 0.98], [-0.58, -1.15, 0.47], [-1.35, -1.92, 1.62], [-2.90, -1.95, 1.30], [-3.37, -0.56, 1.04], [-3.27, -2.76, 0.13], [-3.60, -2.56, 2.45], [0.84, -1.77, 0.10], [0.54, -3.34, -0.85], [0.20, -4.44, 0.03], [-0.53, -3.16, -1.83], [1.89, -3.80, -1.68], [1.72, -0.81, -0.67], [2.95, -0.46, 0.08], [4.21, -1.17, -0.28], [5.33, -0.75, 0.56], [5.27, 0.27, 1.61], [4.09, 0.89, 1.90], [3.03, 0.50, 1.16], [2.76, 3.54, -0.45], [1.05, 4.25, -0.28], [2.17, 4.92, -1.52], [1.71, 3.36, -3.11], [0.19, 3.00, -2.21], [3.03, 0.84, -3.45], [0.28, -0.04, -2.03], [0.43, 1.97, 0.26], [-1.00, 1.35, -0.64], [-1.25, -0.99, -0.41], [-1.17, -1.41, 2.60], [-1.00, -2.98, 1.73], [-4.33, -0.51, 1.38], [-3.43, -0.44, 0.02], [-3.11, -3.75, 0.34], [-2.76, -2.49, -0.71], [-4.58, -2.60, 2.14], [-3.53, -1.94, 3.27], [1.35, -2.09, 1.04], [2.04, -1.35, -1.49], [4.28, -1.95, -1.07], [6.32, -1.26, 0.39], [6.21, 0.50, 2.17], [2.06, 0.99, 1.43], [-8.29, -3.50, -4.47], [-7.28, -4.02, -5.47], [-5.95, -3.60, -5.12], [-5.37, -4.30, -4.14], [-5.86, -5.22, -3.54], [-4.16, -3.77, -3.91], [-3.47, -4.35, -2.81], [-8.20, -2.42, -4.35], [-9.31, -3.74, -4.79], [-8.13, -3.95, -3.48], [-7.49, -3.59, -6.45], [-7.33, -5.10, -5.58], [-3.42, -5.44, -2.91], [-3.96, -4.08, -1.87], [-2.46, -3.96, -2.80], [4.68, 3.29, 5.38], [3.31, 3.59, 4.82], [3.06, 5.00, 4.81], [3.65, 5.69, 3.83], [4.35, 5.22, 2.96], [3.35, 6.98, 3.98], [4.00, 7.84, 3.05], [4.80, 3.74, 6.37], [4.83, 2.21, 5.47], [5.47, 3.69, 4.74], [2.55, 3.15, 5.46], [3.18, 3.17, 3.82], [3.82, 7.52, 2.02], [5.07, 7.89, 3.26], [3.58, 8.84, 3.17]],
  "fmax_ev_per_a": 5.50,
  "charge": 1,
  "spin_multiplicity": 1,
  "lumo_ev": -3.66,
  "gap_ev": 8.58,
  "e_homo_ev": -12.24
}